Molecular formula: CH3O3
Method: DFT, ωB97M-V with the def2-TZVPD basis set

The gap between HOMO and LUMO comes out at 7.82 eV. The value obtained for the energy relative to the best compared isomer or geometry (same formula, charge and spin) is 60.9 kJ/mol. As for the total energy: -265.6746 a.u.

```
! wB97M-V def2-TZVPD RIJCOSX def2/J DEFGRID3
* xyz -1 1
O -2.447 -1.396 0.770
H -1.620 -1.003 0.408
H -3.168 -0.835 0.405
O 2.051 1.992 -0.620
O 0.868 0.157 -0.880
C 1.778 0.822 -0.341
H 2.538 0.263 0.258
*
```